Below is a structure of composition C5H14N2S, with properties calculated with ωB97M-V/def2-TZVPD.

Properties
HOMO-LUMO gap: 7.8527 eV
Electronic energy: -706.57131 hartree

```
22
Properties=species:S:1:pos:R:3:forces:R:3
C -2.528650 -0.914005 -0.197769 0.3 0.0 0.2
N -0.948585 2.255533 -0.950596 0.0 0.1 0.0
C -1.857241 1.323643 -0.655331 0.0 0.2 0.1
N -1.532385 0.127938 -0.337351 -0.2 -0.3 0.2
H -2.270874 -1.729475 -0.871823 -0.1 0.0 -0.1
H -3.529927 -0.541211 -0.404733 -0.1 0.0 -0.1
H -2.512850 -1.316730 0.812080 0.0 0.0 0.1
H 0.032030 1.983223 -0.982840 0.1 0.0 0.1
H -1.207216 3.220906 -1.035301 0.0 -0.1 -0.1
H -2.905540 1.626515 -0.700968 0.1 0.0 0.0
H -0.328121 -0.144932 -0.417345 0.0 0.2 -0.5
C 0.714250 -0.442922 2.186887 0.5 0.2 0.4
C 1.441602 -1.524611 1.391322 0.0 -0.3 -0.3
C 2.236902 -1.000222 0.202192 0.1 0.4 -0.2
S 1.243477 -0.141651 -1.080631 0.0 -0.2 0.2
H 1.305777 -0.145722 3.060674 0.0 -0.1 -0.1
H -0.258316 -0.752171 2.566062 -0.1 0.0 -0.1
H 0.621184 0.463906 1.590977 -0.3 0.0 -0.1
H 2.137785 -2.071558 2.028466 0.0 0.0 0.2
H 0.749412 -2.287672 1.021180 -0.1 0.1 0.0
H 2.736988 -1.824672 -0.300223 0.1 -0.1 0.1
H 3.018220 -0.305143 0.523724 -0.1 -0.1 0.1
```
Positions in Å, forces in eV/Å.

***

Below is a cluster of 2 separate species, C5H14N2S in total, with properties calculated with ωB97M-V/def2-TZVPD.

Properties
HOMO-LUMO gap: 6.2777 eV
Electronic energy: -706.35628 hartree

```
22
Properties=species:S:1:pos:R:3:forces:R:3
N 1.531521 0.308736 1.739503 0.2 -0.9 3.8
C 0.309681 0.712797 1.256163 0.6 2.9 2.5
C 0.381502 1.851455 0.323597 -0.1 -3.3 0.9
S 2.703359 -0.720009 -0.967420 0.9 -1.0 -0.2
C -0.148326 0.271642 -0.317145 -3.1 1.9 -0.3
N -1.580378 0.412966 -0.435483 -3.6 -1.7 1.9
C -2.464093 -0.718894 0.178477 2.8 -0.9 0.9
C -3.632219 -0.982887 -0.705510 2.0 2.6 -1.1
H 1.927511 0.365811 2.738396 -2.1 -0.2 -2.1
H 2.271940 0.096419 1.129635 1.2 -0.3 -1.9
H -0.667315 0.505013 1.957698 2.6 0.7 -2.1
H 1.292636 1.974530 -0.212202 0.9 0.3 0.3
H -0.286541 2.670389 0.366932 -1.3 0.1 -0.8
H 3.757673 -1.653883 -1.027562 -1.2 1.1 0.2
H 0.304497 -0.725305 -0.172875 0.3 -0.3 0.1
H 0.058838 0.423916 -1.349217 2.1 0.5 -0.8
H -2.026266 1.330835 -0.178121 1.2 -1.3 -0.4
H -2.758540 -0.631333 1.230537 -0.1 1.0 0.0
H -1.782611 -1.673561 0.344336 -1.1 1.7 -1.1
H -4.294968 -0.142168 -0.803444 -0.1 0.7 0.1
H -3.169071 -1.128932 -1.653723 -0.2 -0.4 -1.1
H -4.218789 -1.748172 -0.433316 -1.8 -3.1 1.1
```
Positions in Å, forces in eV/Å.

***

Below is the ion C5H14N3 with charge +1, with properties calculated with ωB97M-V/def2-TZVPD.

Properties
HOMO-LUMO gap: 7.8055 eV
SMILES: C[C@H]([NH3+])C/C(N)=C/N
Electronic energy: -362.90357 hartree
Net charge: +1

```
22
Properties=species:S:1:pos:R:3:forces:R:3
C -2.740152 0.982383 0.189814 0.8 -1.0 0.2
C -1.491928 0.108955 -0.181177 -1.6 2.2 0.0
C -0.342408 0.550983 0.708561 1.3 -1.8 -1.4
C 0.950051 0.026630 0.072463 -1.6 0.6 1.1
C 1.870753 0.865009 -0.395654 1.0 -0.2 0.2
N 3.179494 0.546897 -0.657693 0.5 -0.4 -0.6
N 1.026703 -1.428662 0.213068 -0.5 2.3 -0.6
N -1.903049 -1.308134 -0.053688 0.0 -1.5 2.0
H -3.682750 0.488939 0.030576 -0.5 -0.1 -0.9
H -2.788998 1.117908 1.273551 0.5 0.7 -0.1
H -2.612978 1.874549 -0.416836 -0.6 0.3 0.5
H -1.310593 0.369897 -1.256923 0.4 -0.9 1.0
H -0.422960 1.615095 0.773330 0.3 0.7 0.1
H -0.344621 0.144513 1.738723 -0.6 0.1 -0.3
H 1.632058 1.898423 -0.606384 -0.2 0.1 0.3
H 3.878274 1.243284 -0.838767 -0.3 0.2 -0.1
H 3.580353 -0.337450 -0.398336 -0.2 0.0 0.1
H 1.162933 -1.586638 1.204668 1.0 -0.8 -0.2
H 1.735869 -1.649710 -0.469458 0.5 -1.2 0.7
H -1.209573 -2.015075 0.312309 0.4 1.1 -1.4
H -2.561077 -1.347721 0.747400 -0.3 0.1 -0.9
H -2.339609 -1.625508 -0.915741 -0.2 -0.3 0.2
```
Positions in Å, forces in eV/Å.

***

Below is the ion C5H14N3 with charge +1, with properties calculated with ωB97M-V/def2-TZVPD.

Properties
HOMO-LUMO gap: 10.2670 eV
SMILES: C[C@@H](N)CC/[NH+]=C/N
Electronic energy: -362.93678 hartree
Net charge: +1

```
22
Properties=species:S:1:pos:R:3:forces:R:3
C 2.163711 1.263283 2.075383 1.7 -2.3 -0.9
C 1.269556 0.292512 1.300008 -1.5 -0.9 1.9
C 1.381216 0.474578 -0.171114 -0.7 -1.5 -0.9
C 0.661729 -0.698008 -0.931330 2.6 0.7 -2.1
N -2.935953 -0.693475 -1.710754 1.3 -0.3 0.5
C -1.618638 -0.907845 -1.742243 -0.9 0.3 -1.0
N -0.766962 -0.497006 -0.847776 -1.4 -0.8 -1.0
N -0.182260 0.529699 1.671679 0.0 2.5 0.1
H 2.296820 2.161510 1.497948 -0.2 0.7 0.2
H 1.867433 1.350177 3.089773 -0.6 0.6 0.8
H 3.173273 0.801828 2.167021 -0.4 0.4 -0.3
H 1.373102 -0.799661 1.547528 0.7 1.0 -0.1
H 2.391288 0.512198 -0.480188 1.4 -0.5 -0.2
H 1.064038 1.453709 -0.497047 -0.8 0.3 -0.1
H 1.107101 -0.756426 -2.032896 -1.7 0.7 1.8
H 0.979959 -1.703974 -0.635367 -0.3 0.3 0.9
H -3.430281 -0.448280 -0.875710 -0.3 0.3 0.1
H -3.416403 -0.931286 -2.547065 -0.8 -0.2 -0.2
H -1.389168 -1.413580 -2.701156 1.0 0.4 0.9
H -1.156662 -0.034200 -0.003202 0.9 -0.1 0.1
H -0.469973 0.231950 2.608597 0.7 -0.4 -0.3
H -0.167325 1.581786 1.809884 -0.6 -1.4 -0.4
```
Positions in Å, forces in eV/Å.

***

Below is a structure of composition C5H14N3, with properties calculated with ωB97M-V/def2-TZVPD.

Properties
HOMO-LUMO gap: 10.1198 eV
Electronic energy: -362.83523 hartree
Net charge: +1

```
22
Properties=species:S:1:pos:R:3:forces:R:3
C 1.011436 -1.416171 -0.867000 -4.1 -1.2 -2.6
C 2.045741 1.257617 -0.059014 0.8 0.1 -0.7
C -1.319568 1.042140 -0.737481 -1.4 -2.6 -2.8
C -1.777782 -0.188409 1.467181 1.2 4.1 -0.6
C 0.622605 -0.758176 0.363527 -1.3 2.2 -1.0
N 0.006258 -1.674498 -1.638940 1.6 0.9 -0.3
N 1.335881 0.277709 0.762732 0.8 0.3 -0.4
N -1.164560 -0.142235 0.104698 0.9 -2.5 1.1
H 1.880821 -1.992897 -0.749402 1.9 -0.4 -0.7
H 2.187213 0.751455 -1.067589 0.0 1.2 1.0
H 1.525507 2.289667 -0.138620 0.7 -1.9 0.0
H 3.046326 1.387902 0.467671 -1.1 0.1 -1.1
H -0.433157 1.148162 -1.341108 0.3 0.2 -0.1
H -2.193223 0.866631 -1.503182 1.5 0.4 1.6
H -1.511193 1.878606 -0.183739 -0.4 2.2 1.5
H -1.329837 0.699427 2.080940 -1.1 -1.3 -1.2
H -2.843787 -0.125100 1.404307 -0.6 0.2 0.1
H -1.486735 -1.014550 2.007419 0.6 -2.2 0.8
H 0.361539 -1.659268 0.860974 -0.3 0.0 2.4
H 0.138884 -2.224492 -2.486205 0.6 -0.4 0.4
H 1.321180 0.575329 1.676429 -0.3 0.2 2.6
H -1.423549 -0.978849 -0.423599 -0.3 0.4 -0.1
```
Positions in Å, forces in eV/Å.

***

Below is a cluster of 2 separate species, C5H14N3 in total, with properties calculated with ωB97M-V/def2-TZVPD.

Properties
Spin multiplicity: 2
HOMO-LUMO gap (spin up / spin down): 11.0457 / 5.7735 eV
Expectation value of S²: 0.7612
Electronic energy: -362.44402 hartree
Net charge: +2

```
22
Properties=species:S:1:pos:R:3:forces:R:3
C -2.958591 -1.049119 0.480523 -1.1 0.0 -1.0
N -1.670988 -1.005966 1.142692 0.3 0.3 0.1
C -1.063517 0.080727 1.537532 -0.3 -0.5 0.4
N 0.037637 0.063653 2.272437 0.3 -0.1 -0.9
H -3.694119 -1.649068 1.015178 0.3 0.0 0.3
H -2.880866 -1.466734 -0.527232 0.3 -0.2 0.2
H -3.396493 -0.062415 0.332409 0.3 0.2 0.4
H -1.240102 -1.902627 1.341410 -0.1 0.0 0.2
H -1.515190 1.038727 1.299057 0.0 0.0 0.0
H 0.508745 -0.822455 2.419647 0.0 0.1 0.3
H 0.631005 0.882245 2.264732 -0.2 0.1 0.5
N 0.308133 -0.602706 -2.126188 -1.0 0.8 1.9
C 0.751774 0.622549 -1.452526 0.9 -0.8 -1.7
C 2.994193 1.600021 -0.954843 0.1 0.5 -0.6
C 2.141637 0.518257 -0.999740 -0.1 0.3 0.9
H -0.694022 -0.528925 -2.297302 0.1 0.1 -0.6
H 0.361529 -1.367457 -1.449129 0.5 -0.4 -0.6
H 0.134057 0.831005 -0.552699 0.1 0.0 0.2
H 0.581598 1.506698 -2.076383 0.0 0.0 -0.1
H 4.037071 1.550398 -0.660983 -0.1 -0.3 0.1
H 2.682686 2.566724 -1.344623 -0.1 0.0 0.2
H 2.495179 -0.426289 -0.590724 0.0 -0.1 -0.2
```
Positions in Å, forces in eV/Å.

***

Below is a structure of composition C5H14N3O, with properties calculated with ωB97M-V/def2-TZVPD.

Properties
HOMO-LUMO gap: 10.1729 eV
Electronic energy: -438.16405 hartree
Net charge: +1

```
23
Properties=species:S:1:pos:R:3:forces:R:3
C 2.239010 -0.133554 -0.148233 -1.7 -0.2 0.5
C -0.873894 -0.147191 1.466221 -1.8 2.8 0.9
C -2.525205 0.430320 -0.387790 3.1 2.3 -1.0
C 0.073257 0.710565 -1.032401 -3.0 -0.1 3.6
C -1.237523 -0.257026 0.030681 2.5 2.2 -1.8
N 3.484739 0.149790 0.307094 -2.3 -1.2 -0.6
N 1.702709 -1.384767 -0.158832 2.9 1.4 0.4
N 1.411382 0.879812 -0.499808 -0.3 -3.4 -0.3
O -1.078702 -1.541904 -0.477779 2.7 1.1 -0.5
H -0.896199 0.991814 1.700561 -0.7 -1.8 -0.1
H -1.639100 -0.704425 2.074667 1.0 0.6 -0.2
H 0.134987 -0.300876 1.730677 1.1 -1.2 0.2
H -2.458531 1.512508 -0.110091 -0.2 -0.9 0.1
H -3.381161 0.034726 -0.010922 -2.5 -1.4 1.3
H -2.586650 0.451385 -1.466259 -0.1 -0.3 -0.4
H -0.429332 1.692769 -0.996414 0.6 -0.5 -0.6
H -0.119383 0.121167 -1.888904 0.7 -0.2 -1.2
H 4.062601 -0.649800 0.419849 0.9 -0.1 0.2
H 3.826028 1.067431 0.157593 0.7 0.5 0.0
H 2.090948 -2.126673 0.399743 0.5 0.1 -0.1
H 0.747069 -1.505851 -0.331664 -1.8 -0.1 -0.5
H 1.793977 1.761253 -0.463178 0.7 2.3 0.0
H -1.839080 -2.033058 -0.397249 -2.9 -1.9 0.3
```
Positions in Å, forces in eV/Å.

***

Below is a cluster of 2 separate species, C5H14N3O in total, with properties calculated with ωB97M-V/def2-TZVPD.

Properties
HOMO-LUMO gap: 11.1048 eV
Electronic energy: -438.03256 hartree
Net charge: +1

```
23
Properties=species:S:1:pos:R:3:forces:R:3
C -0.822917 -2.213797 0.858921 0.8 -2.7 -1.0
C 0.237479 -0.469886 -2.246217 -1.6 0.6 -0.7
C -0.246365 2.334401 1.673188 1.6 2.1 0.8
C 0.081326 0.818349 -1.419165 -1.4 -0.6 0.4
C 0.954088 1.797466 0.884354 -1.7 -1.7 -0.1
N -1.107066 -1.071252 1.193227 -1.9 1.6 1.8
N -0.566818 -3.172924 0.186476 -1.0 -0.7 -0.7
N 0.580979 0.567160 0.011474 -2.9 -0.4 -1.1
O 0.190943 -4.278901 0.269972 1.2 0.2 1.2
H 1.244020 -0.652418 -2.264995 2.8 -0.9 -0.1
H -0.251115 -1.339903 -1.783572 -0.1 0.4 -0.2
H -0.024593 -0.417162 -3.350168 -0.2 0.3 1.6
H -0.812507 2.915632 0.999212 -1.0 0.5 -0.9
H -0.876508 1.635574 2.113408 -0.9 -1.4 0.9
H 0.027812 3.136444 2.475434 0.0 -1.7 -1.3
H -0.994185 1.057726 -1.430038 0.5 0.4 0.4
H 0.656491 1.643116 -1.771248 0.3 0.5 -0.7
H 1.680367 1.310895 1.541228 0.6 1.2 -0.3
H 1.091067 2.612682 0.178909 1.7 -0.2 0.2
H -1.923104 -0.962157 1.859034 1.3 0.0 -1.1
H -0.321785 -0.161299 0.475803 1.8 1.5 0.2
H 1.343622 -0.047025 -0.216027 0.9 0.0 0.8
H -0.141231 -5.042719 -0.239210 -0.7 1.0 -0.2
```
Positions in Å, forces in eV/Å.

***

Below is a structure of composition C5H14N3STi, with properties calculated with ωB97M-V/def2-TZVPD.

Properties
Spin multiplicity: 3
HOMO-LUMO gap (spin up / spin down): 2.0305 / 1.9035 eV
Expectation value of S²: 2.0593
Electronic energy: -1610.65068 hartree
Net charge: -1

```
24
Properties=species:S:1:pos:R:3:forces:R:3
C -1.950008 0.912416 -2.122607 -0.2 -0.5 1.2
Ti -1.491680 1.706465 0.717665 -1.7 3.3 -0.7
N -2.034477 2.277656 2.692230 -0.3 0.4 0.9
H -1.910526 0.217214 1.112777 -0.7 -2.8 0.3
H -2.703930 1.566973 3.017359 -0.1 0.2 0.0
H -1.229319 1.574897 -2.602449 0.0 0.0 0.4
H -2.954219 1.356280 -2.170269 0.4 0.0 0.2
H -1.707005 0.613060 -1.008667 -0.3 0.2 -2.2
H -1.985203 -0.029436 -2.684066 0.1 0.0 0.2
H -1.232453 2.255324 3.337000 -0.1 0.1 -0.1
H -2.480691 3.203072 2.769437 0.3 -0.4 -0.1
C 3.146442 -0.168909 -0.666446 0.1 -0.1 0.0
N 2.000113 -1.014470 -0.354206 -0.1 -0.5 0.0
C 1.927817 -2.394568 -0.523981 -0.3 0.2 -0.1
C 0.688326 -2.781443 -0.141404 0.1 0.5 0.3
N 0.032357 -1.639593 0.298666 0.5 0.1 -0.3
C 0.839577 -0.561487 0.165545 0.1 0.3 0.5
S 0.655628 1.089156 0.750181 2.3 -1.2 -0.4
H 2.895196 0.563939 -1.443251 -0.1 -0.2 0.3
H 3.495027 0.357309 0.229110 -0.2 -0.1 -0.2
H 3.940536 -0.819772 -1.036749 -0.1 0.1 0.0
H 2.746424 -2.966448 -0.919422 0.0 0.0 0.0
H 0.227774 -3.751638 -0.080440 0.1 0.0 -0.1
H -0.915706 -1.565998 0.663987 0.0 0.5 0.0
```
Positions in Å, forces in eV/Å.

***

Below is the ion C5H14N4 with charge +2, with properties calculated with ωB97M-V/def2-TZVPD.

Properties
HOMO-LUMO gap (spin up / spin down): 7.5782 / 6.9667 eV
Electronic energy: -417.08555 hartree
Net charge: +2

```
23
Properties=species:S:1:pos:R:3:forces:R:3
C 1.460079 1.027922 -0.045618 2.5 0.7 0.0
C 2.129363 2.366858 0.282387 -1.0 -0.3 0.4
C -3.187372 -0.477577 -0.117849 3.2 -3.1 0.2
C 1.202415 -1.873465 0.384793 -1.4 2.8 2.6
C -2.082087 0.456260 0.377029 -3.8 2.4 0.7
N 0.266426 0.938614 0.386913 -6.1 -1.4 0.6
N 2.181327 0.058628 -0.643063 -0.7 -0.3 0.2
N 1.994414 -1.232067 -0.616282 -0.6 -1.4 1.3
N -0.780485 0.262006 -0.108395 4.7 0.6 -2.4
H 2.055036 2.593999 1.396696 0.3 -0.5 -1.5
H 1.598191 3.138412 -0.269838 -0.4 0.1 0.2
H 3.103615 2.412080 -0.133539 1.2 -0.1 0.1
H -3.520861 -0.528253 -1.170575 0.9 0.1 0.3
H -2.680299 -1.441267 0.296956 -2.0 0.6 -1.2
H -4.044788 -0.257509 0.426843 -1.4 0.2 1.2
H 0.203921 -1.928757 -0.006571 -0.9 -0.7 0.1
H 1.652035 -2.798281 0.594491 0.2 -1.4 0.2
H 1.071196 -1.245172 1.433463 0.8 -1.3 -2.7
H -2.243711 0.565070 1.506166 1.3 -0.3 -1.4
H -2.525942 1.427689 -0.003441 1.3 -0.1 0.2
H 3.095992 0.280306 -0.874625 2.3 1.0 -1.0
H 2.650565 -1.928761 -0.958670 0.9 1.1 -0.8
H -0.585933 -0.144685 -1.133379 -1.2 0.9 2.6
```
Positions in Å, forces in eV/Å.

***

Below is a cluster of 2 separate species, C5H14N4O in total, with properties calculated with ωB97M-V/def2-TZVPD.

Properties
HOMO-LUMO gap: 8.3534 eV
SMILES: C=C[C@@](C)(O)NN.[H]/N=N/C
Electronic energy: -492.99930 hartree

```
24
Properties=species:S:1:pos:R:3:forces:R:3
C 0.654138 2.448745 -0.330347 -1.1 -0.1 0.5
N 1.614706 1.410211 -0.589231 3.2 0.7 1.0
N 2.424331 1.194433 0.373553 -1.1 1.1 -1.5
C 0.587020 -0.556604 -0.820686 -3.2 -2.6 0.0
C -0.212760 -0.288551 -1.880969 1.1 0.1 0.8
H 3.179747 0.594015 0.018591 -0.4 -0.3 0.0
H 1.468138 0.279558 1.402336 -0.8 -0.9 0.4
H 1.384901 -1.275613 -0.964132 0.4 0.1 -0.1
H 0.959672 3.089929 0.494774 0.2 0.2 -0.2
H -0.302458 2.005674 -0.026053 0.1 -0.2 -0.1
H 0.446589 2.978229 -1.263584 0.3 0.1 0.1
H -0.963948 0.485607 -1.838299 -0.5 -0.3 0.2
H 0.041983 -0.656700 -2.862456 0.2 0.2 -0.2
C -0.412790 -2.259721 0.797206 0.0 0.4 0.1
N -1.166146 0.137713 0.837380 0.0 0.2 0.1
C -0.041959 -0.780259 0.658112 0.7 1.0 -1.6
N -2.467716 -0.269536 0.393068 -0.8 0.2 -0.1
O 0.895406 -0.514829 1.638018 0.6 0.7 0.5
H -1.237371 0.348759 1.828800 0.0 -0.4 -0.1
H -2.493306 -1.045634 -0.264254 0.7 0.0 0.4
H -2.859379 0.501946 -0.139820 0.1 0.0 0.1
H -1.168221 -2.533944 0.069103 0.0 -0.2 -0.1
H -0.802602 -2.420105 1.807046 0.1 0.0 -0.1
H 0.472025 -2.873322 0.661844 0.1 -0.1 -0.1
```
Positions in Å, forces in eV/Å.